This record from the OMol25 dataset describes a structure of composition H22O11. The level of theory is ωB97M-V with the def2-TZVPD basis set.

```
33
Properties=species:S:1:pos:R:3:nbo_charge:R:1
O 0.0436 -0.2168 -0.5602 -0.948
O 1.1007 -1.8082 0.7228 -0.842
O 0.1165 -1.7250 2.4557 -0.968
O -0.8268 -0.3694 -2.3164 -0.989
O -1.7546 -1.7857 -0.8264 -0.954
O -0.4080 1.2808 0.5373 -0.741
O 1.1653 1.8435 -1.5693 -0.877
O 2.3715 0.5710 -0.0364 -0.906
O -0.4691 3.3229 -0.0457 -0.958
O -1.9597 -1.0802 1.5185 -0.982
O -0.7982 1.7235 -2.1392 -1.075
H 0.1449 -0.8299 0.1679 0.443
H -0.4991 2.3723 0.0627 0.437
H -1.8960 -2.6982 -0.5742 0.460
H 2.9774 0.4774 0.6987 0.489
H 0.3004 1.4416 1.1607 0.507
H -1.4943 -0.9992 -2.0443 0.480
H -0.1351 0.6253 -0.1417 0.428
H -0.6522 0.7863 -2.2684 0.423
H 1.7129 2.6098 -1.3990 0.464
H -0.0204 2.0251 -1.6699 0.423
H 2.1534 -0.3276 -0.2835 0.462
H -1.9460 -1.2851 -0.0333 0.495
H -1.1666 1.0761 1.0839 0.547
H 1.9510 -1.5839 0.3449 0.501
H -1.0144 -1.2017 1.6078 0.471
H 1.1303 -2.7585 0.8335 0.514
H 0.5145 -1.9255 1.6086 0.423
H 1.4149 1.2149 -0.8919 0.467
H 0.1080 -2.5615 2.9209 0.466
H 0.3672 3.5822 0.3413 0.411
H -2.3261 -1.4487 2.3224 0.492
H -0.2061 -0.3478 -1.5880 0.434
```

Multiplicity = 1
Lowest unoccupied orbital energy = -1.31 eV
Energy above the lowest of the compared OMol25 structures with the same formula, charge and spin = 1900.3 kJ/mol
Total charge = 0
HOMO = -6.356 eV
Gap between HOMO and LUMO = 5.0 eV



This record from the OMol25 dataset describes a cluster of 11 separate species, H22O11 in total. The level of theory is ωB97M-V with the def2-TZVPD basis set.

```
33
Properties=species:S:1:pos:R:3:nbo_charge:R:1
O -2.3386 1.6594 -0.4583 -0.977
O 1.0378 2.2577 -2.3854 -0.962
O -1.1358 2.5670 1.9543 -0.644
O 0.4612 -0.0927 3.3659 -0.497
O -0.9958 -1.9866 -3.2930 -0.923
O -2.2586 -0.0016 2.8631 -0.990
O 3.3455 0.7395 -1.0378 -0.960
O -1.4501 -2.2922 1.5114 -0.993
O 1.7959 -0.4905 -3.2188 -0.954
O 1.3810 -2.1829 0.7809 -0.925
O 0.3067 0.0292 0.0994 -0.981
H -1.0131 2.3671 1.0262 0.499
H 1.2751 2.4792 -3.2859 0.487
H -0.5548 0.3504 0.3658 0.490
H 0.4921 0.2600 2.4766 0.490
H -3.0004 0.9712 -0.5261 0.493
H -0.2934 -1.8400 -2.6596 0.467
H 2.2172 -1.9524 1.1857 0.479
H 2.3087 -1.2685 -3.4381 0.476
H 0.3632 0.2388 -0.8329 0.529
H -1.9373 -0.7122 2.3079 0.513
H 3.1056 0.5483 -0.1311 0.478
H -2.0108 -2.9976 1.1883 0.499
H -1.7942 -2.0081 -2.7653 0.455
H 3.9910 1.4433 -0.9719 0.497
H -2.7972 2.4594 -0.7150 0.502
H -0.5882 -2.4820 1.1408 0.510
H 2.2293 -0.1273 -2.4465 0.473
H -1.7558 1.9060 2.2622 0.503
H 1.8471 1.9225 -1.9995 0.471
H -2.8048 -0.4368 3.5177 0.509
H -0.4498 0.0203 3.6373 0.508
H 1.0209 -1.3479 0.4819 0.479
```

Multiplicity = 2
Lowest unoccupied orbital energy (spin up / spin down) = -3.36 / -10.88 eV
Energy above the lowest of the compared OMol25 structures with the same formula, charge and spin = 85.7 kJ/mol
Total charge = +1
HOMO (spin up / spin down) = -13.586 / -13.585 eV
Gap between HOMO and LUMO (spin up / spin down) = 10.2 / 2.7 eV
⟨S²⟩ = 0.758



This record from the OMol25 dataset describes a structure of composition H23O12. The level of theory is ωB97M-V with the def2-TZVPD basis set.

```
35
Properties=species:S:1:pos:R:3:nbo_charge:R:1
O 0.2468 3.0601 3.6944 -0.962
O -1.2007 -0.9748 1.6621 -1.146
O -0.8849 -1.8585 -0.8446 -1.022
O -2.1484 0.3964 -0.2534 -1.142
O 4.2902 -0.4441 0.9694 -0.972
O -0.2284 1.9471 -0.6517 -1.029
O 1.4701 -1.4856 -2.2228 -0.957
O -1.9813 -2.3942 -3.6112 -0.948
O -2.7109 -3.6589 1.0296 -0.986
O -0.5229 3.8159 -2.7434 -0.966
O 1.1234 0.1500 2.2865 -1.019
O 2.2353 1.5875 -0.1886 -0.958
H 0.3747 3.2547 2.6594 0.482
H 0.2403 -0.3508 2.0420 0.513
H -2.3142 -4.5243 1.1383 0.459
H 0.2186 3.3413 -2.2023 0.484
H -2.0533 -2.9081 1.4194 0.512
H 2.3414 -0.9607 -1.7262 0.446
H 1.7557 -0.3415 1.7626 0.444
H 2.0210 2.4874 -0.7824 0.485
H 2.7107 1.9901 0.5358 0.478
H 0.3973 1.3907 -0.2840 0.483
H -1.2544 3.2542 -2.3693 0.473
H -2.5195 1.2646 -0.0360 0.464
H 3.9969 -0.2052 0.1048 0.491
H -1.9446 -0.7080 2.2057 0.475
H 3.7820 -1.0605 1.4850 0.483
H 0.7013 -1.3300 -1.7538 0.496
H -2.4754 -2.0836 -2.7911 0.476
H -1.7105 -1.2783 -1.0240 0.500
H -0.7651 -1.6404 0.1395 0.499
H -0.8883 1.2774 -0.9163 0.501
H 0.6985 2.2711 3.8728 0.480
H -1.4604 -3.1215 -3.3127 0.473
H -1.5411 -0.1598 0.7064 0.510
```

Multiplicity = 1
Lowest unoccupied orbital energy = 2.54 eV
Energy above the lowest of the compared OMol25 structures with the same formula, charge and spin = 437.1 kJ/mol
Total charge = -1
HOMO = -6.868 eV
Gap between HOMO and LUMO = 9.4 eV



This record from the OMol25 dataset describes a structure of composition H23O12. The level of theory is ωB97M-V with the def2-TZVPD basis set.

```
35
Properties=species:S:1:pos:R:3:nbo_charge:R:1
O -3.2548 1.7015 -0.2072 -1.052
O -1.6050 0.8455 3.5816 -0.979
O 1.7952 -0.2657 -1.1579 -0.976
O -0.9936 2.1402 -1.6399 -1.003
O -0.6344 -0.5056 -3.1765 -0.938
O 1.5046 0.0714 -4.7681 -0.949
O -1.2694 -1.5131 2.0305 -1.161
O 0.1509 -3.0683 -0.4429 -0.972
O 4.2201 0.9423 -0.3113 -0.965
O 1.3929 -1.2751 2.0948 -0.997
O 2.1640 1.5121 2.5714 -0.945
O -3.2887 -0.5522 1.0407 -1.111
H -2.3236 -1.1356 1.5205 0.504
H -1.2001 1.0273 2.7004 0.460
H -3.7669 -0.2475 1.8189 0.446
H 3.7070 1.2515 0.4524 0.479
H 0.4306 -1.2050 2.3087 0.506
H 3.5116 0.4171 -0.7216 0.476
H 0.0931 0.0878 -2.9337 0.462
H 1.4542 0.7134 -4.0533 0.456
H -3.2109 0.7396 0.0806 0.538
H -0.4847 1.9152 -0.8563 0.467
H -1.3388 -2.3877 2.4236 0.453
H 2.4332 -0.7386 -1.6943 0.473
H -1.9088 2.1077 -1.2817 0.506
H 0.9816 -0.6462 -4.3721 0.485
H 1.2649 1.3260 2.8684 0.483
H -0.7765 -2.9830 -0.1877 0.483
H 2.6739 1.6897 3.3688 0.462
H 0.9874 -0.7892 -1.0801 0.511
H -4.0227 2.2494 -0.1054 0.476
H -1.6953 -0.0730 3.2363 0.498
H 1.8663 -1.1346 2.9034 0.457
H 0.6068 -2.5383 0.2249 0.490
H -1.1888 0.2175 -3.4997 0.480
```

Multiplicity = 1
Lowest unoccupied orbital energy = 2.83 eV
Energy above the lowest of the compared OMol25 structures with the same formula, charge and spin = 247.6 kJ/mol
Total charge = -1
HOMO = -6.524 eV
Gap between HOMO and LUMO = 9.4 eV



This record from the OMol25 dataset describes a structure of composition H24KrO12. The level of theory is ωB97M-V with the def2-TZVPD basis set.

```
37
Properties=species:S:1:pos:R:3:nbo_charge:R:1
Kr 6.5929 5.9583 -22.2217 0.000
O 8.2288 9.2749 -21.1402 -0.971
O 3.8369 4.5230 -19.5585 -0.954
O 7.2312 5.2528 -25.6934 -0.951
O 4.6232 7.2415 -19.9038 -0.975
O 6.8377 9.6494 -23.7900 -0.948
O 4.4102 6.1797 -24.8876 -0.975
O 7.3163 6.8144 -18.9998 -0.950
O 9.2073 3.5761 -22.6950 -0.971
O 3.1172 5.1826 -22.7071 -0.960
O 9.3395 5.3125 -20.3718 -0.980
O 6.2730 3.0231 -23.7918 -0.958
O 10.3702 7.8678 -22.1254 -0.976
H 9.3085 4.1230 -21.9160 0.486
H 7.2278 8.9984 -24.3733 0.484
H 8.9696 5.8786 -19.6944 0.492
H 10.9943 8.5936 -22.1149 0.466
H 8.4724 10.1334 -20.7940 0.477
H 4.2722 3.8807 -20.1190 0.464
H 4.6793 8.1122 -20.2975 0.482
H 7.1312 6.4249 -18.1453 0.487
H 7.1593 10.4891 -24.1183 0.475
H 7.8044 4.5149 -25.4856 0.485
H 5.5306 7.0070 -19.7094 0.484
H 4.2965 5.3444 -19.7329 0.487
H 7.6833 9.4693 -21.9022 0.506
H 8.2647 3.4226 -22.7595 0.475
H 3.0730 5.1124 -21.7535 0.495
H 6.0881 2.0909 -23.6783 0.472
H 7.7317 6.0261 -25.4331 0.469
H 5.2837 5.8722 -24.6455 0.469
H 9.7273 5.9171 -21.0044 0.487
H 7.2360 7.7574 -18.8562 0.487
H 5.7352 3.2852 -24.5391 0.486
H 3.8880 6.0687 -24.0931 0.488
H 2.9474 4.2945 -23.0213 0.475
H 9.5638 8.2397 -21.7682 0.490
```

Multiplicity = 1
Lowest unoccupied orbital energy = -0.25 eV
Energy above the lowest of the compared OMol25 structures with the same formula, charge and spin = 81.4 kJ/mol
Total charge = 0
HOMO = -10.349 eV
Gap between HOMO and LUMO = 10.1 eV



This record from the OMol25 dataset describes a cluster of 11 separate species, H24NO10 in total. The level of theory is ωB97M-V with the def2-TZVPD basis set.

```
35
Properties=species:S:1:pos:R:3:nbo_charge:R:1
O 0.4868 3.1592 -1.1179 -0.999
O 0.8622 -3.3091 -1.3424 -0.943
O -1.3470 2.6118 1.7316 -0.950
O 0.9799 0.9835 -2.5920 -0.994
O 0.4722 0.8117 3.0213 -0.974
O -2.8982 0.6951 -2.0304 -0.955
O 1.3682 -2.3628 1.2959 -1.028
O -2.8434 -0.7928 2.9238 -0.953
O 2.9903 0.0436 0.9986 -0.998
O 0.0847 -1.9574 -3.5645 -0.950
N -0.5739 -0.1529 0.0318 -0.810
H 0.3487 -0.1336 0.4978 0.465
H -1.1615 3.5492 1.5867 0.492
H 1.4056 -3.1167 1.9233 0.514
H 0.6327 -2.2933 -2.8904 0.483
H 1.7897 -3.6126 -1.3973 0.472
H -3.9422 0.8228 -1.7942 0.486
H 0.6183 -1.5325 -4.1717 0.454
H -2.9434 -1.6165 2.3945 0.469
H -2.0510 2.6825 2.3104 0.480
H -2.7748 1.6862 -1.9501 0.472
H 3.2368 0.4553 0.0811 0.506
H 1.1022 3.2685 -0.3132 0.473
H 2.1446 -1.7793 1.1997 0.517
H 2.0143 1.0802 -2.6456 0.525
H 3.6159 -0.0382 1.6844 0.508
H 0.2161 0.4012 3.7173 0.459
H -0.7863 -0.7975 0.5040 0.390
H 1.0120 -2.8356 -0.5625 0.476
H 0.4455 0.8810 -3.3186 0.512
H -3.4596 -0.9974 3.6730 0.484
H -0.4737 -0.3168 -1.1029 0.486
H -0.1265 1.5795 2.7559 0.498
H -1.0880 0.6364 0.0655 0.446
H 0.6426 2.2971 -1.6031 0.488
```

Multiplicity = 1
Lowest unoccupied orbital energy = -3.12 eV
Energy above the lowest of the compared OMol25 structures with the same formula, charge and spin = 508.8 kJ/mol
Total charge = +1
HOMO = -13.837 eV
Gap between HOMO and LUMO = 10.7 eV



This record from the OMol25 dataset describes a structure of composition H24NeO12. The level of theory is ωB97M-V with the def2-TZVPD basis set.

```
37
Properties=species:S:1:pos:R:3:nbo_charge:R:1
Ne -0.5665 0.0666 0.0657 -0.001
O -1.8646 -1.0864 -2.3697 -0.985
O 0.8726 -2.9159 2.5942 -0.977
O -2.7492 1.4122 -1.5815 -0.968
O 2.0318 -0.9377 0.1943 -0.969
O 1.8817 -1.0033 -3.0817 -0.963
O -0.8501 2.7690 -0.4304 -0.969
O -0.1117 0.0818 3.6352 -0.957
O 2.9712 1.8597 -0.2353 -0.943
O 0.6799 1.6682 -2.6904 -0.942
O -0.0431 -2.6121 -0.8763 -0.974
O -1.7670 -2.6391 1.3052 -0.968
O -1.8474 2.3319 2.3629 -0.958
H -1.1667 -1.3364 -1.7642 0.473
H 3.1991 2.3558 -1.0216 0.478
H -2.1029 -0.1972 -2.1073 0.481
H 0.1660 -3.5247 -1.0755 0.483
H -1.9651 -3.5644 1.4495 0.464
H 0.5747 -3.5315 3.2639 0.471
H 1.4277 -0.1849 -2.8808 0.489
H -1.5842 3.0004 2.9954 0.471
H 2.4555 -1.1877 1.0154 0.478
H -1.1601 -2.6361 0.5651 0.496
H 1.4529 2.2292 -2.7535 0.457
H -1.2464 1.6035 2.5195 0.497
H -3.4070 1.2710 -0.9006 0.471
H 0.8051 -2.2041 -0.7022 0.517
H 0.3370 -0.7480 3.4728 0.496
H 1.9691 -1.0015 -4.0349 0.463
H -2.0648 1.9249 -1.1513 0.482
H -0.9250 3.6912 -0.6755 0.487
H -0.9906 2.7601 0.5164 0.509
H 0.5919 0.7286 3.6887 0.461
H 2.3360 2.4116 0.2209 0.472
H 0.0708 -2.6338 2.1539 0.493
H 2.2158 -0.0027 0.1043 0.493
H 0.3735 1.7819 -1.7908 0.490
```

Multiplicity = 1
Lowest unoccupied orbital energy = -0.42 eV
Energy above the lowest of the compared OMol25 structures with the same formula, charge and spin = 87.9 kJ/mol
Total charge = 0
HOMO = -9.376 eV
Gap between HOMO and LUMO = 9.0 eV